# 1
{"formula": "CH4ClN2O", "method": "wB97M-V/def2-TZVPD", "multiplicity": 1, "max_force_ev_per_a": 3.94, "e_above_lowest_kj_mol": 490.4, "orbital_gap_ev": [9.5, 4.5], "charge": 1, "lumo_energy_ev": [-5.35, -8.08], "species": ["C", "N", "N", "O", "Cl", "H", "H", "H", "H"], "positions_angstrom": [[1.52299, 0.19557, 0.21845], [2.31671, 0.99378, 0.82760], [-1.48219, -1.29952, -0.58499], [-1.88139, -2.02206, 0.36034], [1.88427, -1.33978, -0.35088], [1.93209, 1.89327, 1.08029], [3.29536, 0.77562, 1.09925], [-0.44634, -1.38115, -0.71111], [-2.73944, -1.79396, 0.62474]], "forces_ev_per_angstrom": [[-0.9, -0.2, -0.3], [0.6, -0.7, 0.0], [0.3, 2.1, -1.3], [3.5, -1.7, 0.8], [0.7, 0.3, 0.3], [0.1, 0.2, 0.2], [-0.7, 0.2, -0.3], [-0.8, -0.8, 0.4], [-2.8, 0.7, 0.1]], "mulliken_charge": [0.111, -0.158, -0.074, -0.114, -0.038, 0.303, 0.268, 0.293, 0.408]}


# 2
{"formula": "C23H38N3O5RhSeSi", "method": "wB97M-V/def2-TZVPD", "multiplicity": 1, "max_force_ev_per_a": 0.68, "e_above_lowest_kj_mol": 210.9, "orbital_gap_ev": [5.7, 5.7], "charge": 0, "lumo_energy_ev": [-1.70, -1.70], "species": ["Rh", "C", "C", "O", "N", "C", "C", "C", "C", "C", "C", "N", "H", "H", "H", "H", "H", "H", "H", "H", "H", "H", "C", "Si", "C", "C", "C", "C", "C", "C", "C", "C", "H", "H", "H", "H", "H", "H", "H", "H", "H", "H", "H", "H", "H", "H", "H", "H", "H", "H", "H", "H", "H", "O", "Se", "O", "O", "O", "N", "C", "C", "C", "C", "C", "C", "H", "H", "H", "H", "H", "H", "H"], "positions_angstrom": [[-0.06791, 0.00337, -0.67194], [-0.88282, -2.39912, -4.00376], [-0.49537, -2.26627, -2.56044], [0.36432, -1.45719, -2.20108], [-1.06409, -3.10897, -1.67966], [-0.71540, -3.06955, -0.26542], [-1.62688, -2.18360, 0.53434], [-2.62463, -2.73835, 1.29225], [-3.54084, -1.95226, 2.00868], [-3.37907, -0.60095, 1.91329], [-2.30345, -0.03498, 1.18393], [-1.44369, -0.82723, 0.41333], [-0.58986, -1.49332, -4.52691], [-1.95521, -2.56234, -4.11239], [-0.36297, -3.25153, -4.44315], [-1.88892, -3.61240, -1.96343], [0.31170, -2.70974, -0.19846], [-0.75228, -4.08422, 0.12818], [-2.69295, -3.81930, 1.32556], [-4.33539, -2.40018, 2.58688], [-4.05904, 0.08166, 2.40522], [-2.42725, 0.96512, 0.76687], [0.21778, 1.45928, 1.71420], [-1.27073, 1.11203, 2.76147], [-0.94269, 0.01781, 4.28617], [-0.36040, -1.30458, 3.75891], [-2.10120, -0.28922, 5.23382], [0.17411, 0.72821, 5.07580], [-2.35337, 2.65896, 2.97266], [-1.57013, 3.51940, 3.98983], [-2.47463, 3.48875, 1.68628], [-3.76059, 2.39904, 3.52071], [0.71440, 2.39137, 2.03652], [0.07578, 3.19940, -0.07022], [0.99104, 0.68611, 1.75300], [-1.08075, -1.85825, 3.15750], [-0.08536, -1.93920, 4.60794], [0.53724, -1.14696, 3.15931], [-2.91063, -0.83167, 4.74381], [-2.51420, 0.61360, 5.68492], [-1.73604, -0.91890, 6.05228], [0.99286, 1.06680, 4.43569], [0.59424, 0.02233, 5.79988], [-0.19697, 1.58693, 5.63320], [-0.52605, 3.66593, 3.69819], [-1.61147, 3.10389, 4.99805], [-2.03421, 4.50945, 4.02888], [-1.51418, 3.87880, 1.35657], [-3.13315, 4.33837, 1.89711], [-2.91559, 2.94098, 0.85012], [-3.76799, 1.78016, 4.41860], [-4.41224, 1.93939, 2.77359], [-4.22023, 3.35768, 3.78072], [2.66692, 2.90613, -0.14810], [1.97357, 4.32444, 0.38370], [0.32780, 4.12086, -0.33405], [-0.35767, 1.62000, 0.41542], [1.67059, 4.14561, 1.97389], [1.51993, 1.03359, -1.62623], [1.17079, 1.44081, -2.95425], [1.83509, 0.91864, -4.05827], [1.45831, 1.28580, -5.34152], [0.41771, 2.18394, -5.53273], [-0.23795, 2.71119, -4.42843], [0.12812, 2.34114, -3.14330], [2.27288, 0.35418, -1.69974], [1.91588, 1.83017, -1.02901], [2.65141, 0.22088, -3.90824], [1.98745, 0.87408, -6.19179], [0.12652, 2.47786, -6.53272], [-1.04342, 3.42180, -4.56445], [-0.37028, 2.76509, -2.28201]], "forces_ev_per_angstrom": [[0.0, 0.1, -0.3], [0.0, 0.0, 0.0], [0.2, 0.0, 0.0], [0.0, 0.0, 0.0], [-0.2, 0.1, 0.1], [0.0, 0.0, -0.1], [0.2, 0.4, -0.2], [-0.3, -0.1, 0.2], [0.2, -0.2, -0.1], [0.1, 0.3, 0.0], [-0.3, -0.4, -0.3], [-0.1, -0.3, 0.4], [0.0, 0.0, 0.0], [0.0, 0.0, 0.0], [0.0, 0.0, 0.0], [0.1, -0.1, 0.0], [0.0, 0.0, 0.0], [0.0, 0.0, 0.0], [0.0, 0.0, 0.0], [0.0, 0.0, 0.0], [0.0, -0.1, 0.0], [0.2, 0.1, 0.1], [-0.2, -0.2, -0.2], [0.1, 0.2, 0.3], [0.0, -0.1, -0.1], [0.0, 0.0, 0.0], [0.0, 0.1, 0.0], [0.0, 0.0, 0.0], [-0.1, -0.1, 0.0], [0.0, 0.0, 0.0], [0.0, -0.1, 0.0], [0.0, 0.1, 0.0], [-0.1, 0.1, 0.1], [-0.1, 0.0, -0.2], [0.0, 0.0, 0.0], [0.0, 0.0, 0.0], [0.0, 0.0, 0.0], [0.0, 0.0, 0.0], [0.0, 0.0, 0.0], [0.0, 0.0, 0.0], [0.0, 0.0, 0.0], [0.0, 0.0, 0.0], [0.0, 0.0, 0.0], [0.0, 0.0, 0.0], [0.0, 0.0, 0.0], [0.0, 0.0, 0.0], [0.0, 0.0, 0.0], [0.1, 0.0, 0.0], [0.0, 0.0, 0.0], [0.0, 0.0, 0.0], [0.0, 0.0, 0.0], [0.0, 0.1, 0.0], [0.0, 0.0, 0.0], [0.0, 0.0, 0.1], [0.1, 0.1, -0.7], [0.1, 0.0, 0.1], [0.2, 0.3, 0.3], [-0.2, -0.1, 0.6], [0.2, -0.4, 0.0], [-0.1, 0.0, 0.0], [0.0, 0.0, 0.1], [0.0, 0.0, 0.0], [0.0, 0.0, 0.0], [0.0, 0.0, 0.0], [0.0, 0.1, 0.0], [0.0, 0.1, 0.0], [-0.2, 0.1, 0.0], [0.0, 0.0, 0.0], [0.0, 0.0, 0.0], [0.0, 0.0, 0.0], [0.0, 0.0, 0.0], [0.0, 0.0, 0.0]], "mulliken_charge": [0.555, -1.256, 0.843, -0.655, -0.050, -1.611, 1.037, -0.637, -0.921, -0.395, -0.406, 0.010, 0.286, 0.406, 0.318, 0.248, 0.373, 0.528, 0.408, 0.458, 0.280, 0.819, 0.197, -1.364, 2.275, -1.768, -1.753, -1.815, 2.666, -1.878, -1.727, -1.975, 0.363, 0.070, 0.130, 0.316, 0.625, 0.304, 0.274, 0.346, 0.494, 0.393, 0.507, 0.372, 0.324, 0.339, 0.543, 0.374, 0.618, 0.341, 0.234, 0.459, 0.550, -0.823, 0.696, -0.727, -0.300, -0.743, -0.133, 0.877, -0.528, -0.700, -0.446, -0.941, 0.019, 0.339, 0.037, 0.341, 0.378, 0.401, 0.398, 0.382]}